DFT (wB97M-V/def2-TZVPD) results for C3H11N2 in the gas phase in a non-equilibrium geometry.

```
16
C3H11N2 wB97M-V/def2-TZVPD
C 0.802 -0.997 -0.324
C 0.959 0.098 0.772
C -0.354 0.877 0.885
N -0.751 1.188 -0.731
N -0.511 -1.423 -0.717
H 1.234 -0.591 -1.195
H 1.497 -1.942 0.060
H 1.225 -0.189 1.752
H 1.679 0.927 0.522
H -0.191 1.878 1.215
H -1.035 0.176 1.425
H -0.626 2.202 -0.810
H -0.330 0.440 -1.281
H -1.779 1.070 -0.782
H -1.224 -1.325 0.033
H -0.595 -2.389 -0.824
```

Results
HOMO level (spin up / spin down) (eV): -3.253 / -10.227
Spin multiplicity: 2
Molar mass (g/mol): 75.135
ΔE to the lowest compared entry with this formula, charge and spin (kcal/mol): 70.5

=====

DFT (wB97M-V/def2-TZVPD) results for 2 unconnected molecules or ions with the total composition C3H11N2 in a non-equilibrium geometry.

```
16
C3H11N2 wB97M-V/def2-TZVPD
C -0.376 0.847 0.792
C -1.626 0.905 -0.187
C -2.302 -0.518 -0.098
N 3.418 -1.048 -0.576
N 0.594 -0.009 0.299
H -0.089 1.872 1.003
H -0.664 0.254 1.679
H -1.241 1.216 -1.156
H -2.445 1.549 0.099
H -1.434 -1.167 -0.216
H -3.064 -0.707 -0.843
H 3.996 -0.223 -0.526
H 2.456 -0.822 -0.621
H 3.920 -1.901 -0.725
H 1.531 0.413 0.155
H -2.674 -0.660 0.919
```

Results
HOMO level (eV): -13.747
Molar mass (g/mol): 75.135
ΔE to the lowest compared entry with this formula, charge and spin (kcal/mol): 144.5
Charge: +1

=====

DFT (wB97M-V/def2-TZVPD) results for a gas-phase ion, C3H11N2 (charge +1) in a non-equilibrium geometry.

```
16
C3H11N2 wB97M-V/def2-TZVPD
N 1.023 1.208 -0.249
C 1.395 -0.097 0.450
C 0.083 -0.773 0.861
C -0.985 -1.001 -0.258
N -1.337 0.346 -0.813
H 1.031 1.947 0.454
H 1.804 1.419 -0.867
H 1.867 0.280 1.380
H 2.042 -0.596 -0.256
H -0.420 -0.102 1.544
H 0.168 -1.697 1.435
H -1.892 -1.385 0.236
H -0.465 -1.570 -1.052
H -0.412 0.818 -1.003
H -1.935 0.935 -0.228
H -1.968 0.267 -1.634
```

Results
HOMO level (eV): -14.588
Molar mass (g/mol): 75.135
Structure (SMILES): NCCC[NH3+]
ΔE to the lowest compared entry with this formula, charge and spin (kcal/mol): 13.4
Charge: +1

=====

DFT (wB97M-V/def2-TZVPD) results for 2 unconnected molecules or ions with the total composition C3H11N2 in a non-equilibrium geometry.

```
16
C3H11N2 wB97M-V/def2-TZVPD
C -0.616 0.630 -2.104
N -0.859 -0.378 -0.985
H 0.438 0.887 -2.061
H -1.391 1.367 -1.976
H -0.754 0.142 -3.071
H -1.759 -0.851 -1.047
H -0.200 -1.152 -1.106
H -0.545 0.176 -0.091
C 0.756 -1.377 1.556
C 0.826 -0.078 1.869
N 0.254 1.015 1.075
H -0.174 -1.868 1.289
H 1.543 -2.056 1.870
H 1.594 0.352 2.515
H -0.138 1.732 1.678
H 1.028 1.458 0.589
```

Results
HOMO level (eV): -13.888
Molar mass (g/mol): 75.135
ΔE to the lowest compared entry with this formula, charge and spin (kcal/mol): 41.5
Charge: +1

=====

DFT (wB97M-V/def2-TZVPD) results for 2 unconnected molecules or ions with the total composition C3H11N2 in a non-equilibrium geometry.

```
16
C3H11N2 wB97M-V/def2-TZVPD
C -0.412 0.657 -2.407
N 0.309 1.112 -1.149
H -0.683 1.576 -3.029
H -1.255 0.024 -2.141
H 0.333 0.215 -3.038
H 0.562 0.195 -0.631
H 1.056 1.816 -1.183
H -0.469 1.437 -0.577
C -0.197 -0.699 2.788
C -0.344 -0.449 1.479
N 0.682 -0.972 0.603
H 0.401 -1.539 3.120
H -0.722 -0.145 3.564
H -1.302 -0.284 1.025
H 1.546 -0.980 1.147
H 0.493 -1.964 0.429
```

Results
HOMO level (eV): -13.404
Molar mass (g/mol): 75.135
ΔE to the lowest compared entry with this formula, charge and spin (kcal/mol): 45.3
Charge: +1

=====

DFT (wB97M-V/def2-TZVPD) results for 2 unconnected molecules or ions with the total composition C3H11N2.

```
16
C3H11N2 wB97M-V/def2-TZVPD
C -2.993 -1.796 -0.776
C -3.959 -2.574 -1.688
H -2.230 -1.278 -1.360
H -2.411 -2.433 -0.109
H -3.562 -1.098 -0.167
H -3.759 -2.420 -2.746
H -3.940 -3.650 -1.539
H -4.969 -2.212 -1.520
N 1.919 0.914 1.672
C 2.561 1.919 1.129
N 3.020 1.962 -0.091
H 1.599 0.119 1.151
H 1.619 1.064 2.620
H 2.732 2.740 1.807
H 3.440 2.808 -0.413
H 3.039 1.177 -0.731
```

Results
HOMO level (eV): -13.807
Molar mass (g/mol): 75.135
ΔE to the lowest compared entry with this formula, charge and spin (kcal/mol): 11.4
Charge: +1

=====

DFT (wB97M-V/def2-TZVPD) results for 2 unconnected molecules or ions with the total composition C3H11N2 in a non-equilibrium geometry.

```
16
C3H11N2 wB97M-V/def2-TZVPD
C 2.908 1.120 -0.192
C 2.366 -0.025 0.474
H 3.653 0.834 -0.953
H 3.509 1.885 0.477
H 2.156 1.844 -0.587
H 3.120 -0.585 1.076
H 1.552 0.128 1.193
H 1.915 -0.770 -0.242
N -2.064 -1.243 -0.952
C -2.290 -0.216 -0.172
N -1.543 0.275 0.792
H -1.351 -1.940 -0.773
H -2.432 -1.224 -1.895
H -3.193 0.349 -0.384
H -1.756 1.210 1.110
H -0.714 -0.197 1.111
```

Results
HOMO level (spin up / spin down) (eV): -19.516 / -19.516
Spin multiplicity: 2
Molar mass (g/mol): 75.135
ΔE to the lowest compared entry with this formula, charge and spin (kcal/mol): 52.3
Charge: +2

=====

DFT (wB97M-V/def2-TZVPD) results for 2 unconnected molecules or ions with the total composition C3H11N2O in a non-equilibrium geometry.

```
17
C3H11N2O wB97M-V/def2-TZVPD
C 1.297 0.377 1.790
N 0.074 -0.545 2.092
H -0.149 -1.126 1.245
H -0.775 0.018 2.161
H 0.152 -0.943 3.061
H 1.450 1.425 2.061
H 2.187 -0.100 2.185
H 1.089 0.506 0.732
C 0.457 0.894 -1.941
C -0.546 0.129 -1.134
O -1.009 0.510 -0.064
N -0.576 -1.203 -1.404
H 0.578 0.548 -2.964
H 1.448 0.859 -1.474
H -1.164 -1.862 -0.913
H -0.299 -1.667 -2.236
H 0.302 1.973 -1.896
```

Results
HOMO level (spin up / spin down) (eV): -3.221 / -10.483
Spin multiplicity: 2
Molar mass (g/mol): 91.134
ΔE to the lowest compared entry with this formula, charge and spin (kcal/mol): 37.7